Formula: C36H64B2N4O5S2
Source: the OMol25 dataset
Level of theory: ωB97M-V/def2-TZVPD

The geometry in XYZ format:
```
113
C36H64B2N4O5S2 (ωB97M-V/def2-TZVPD)
C 0.4001 -4.3650 4.1269
C 1.3707 -4.2793 3.4069
C 2.4938 -4.2816 2.3730
C 2.8759 -5.7690 2.1436
C 4.1881 -5.9792 1.3240
C 4.3687 -5.0875 0.0748
C 5.6338 -4.4242 -0.0827
N 6.7070 -4.5765 0.8674
C 5.8833 -3.6129 -1.2119
C 4.9296 -3.4170 -2.2378
C 3.6875 -4.0638 -2.1149
C 3.4290 -4.8743 -0.9662
S 1.7911 -5.6450 -0.9191
C 0.7744 -4.3471 -1.6783
C 1.3973 -3.6378 -2.7458
C 0.6564 -2.6342 -3.4016
C -0.6597 -2.2798 -3.0186
C -1.3483 -1.1345 -3.7760
C -1.6660 0.1369 -2.8965
C -0.8587 0.2501 -1.5678
C 0.7094 0.3944 -1.7599
C 1.3818 -0.5300 -0.6901
C -1.2309 -2.9969 -1.9298
S -2.9273 -2.5223 -1.4552
C -0.5375 -4.0415 -1.2509
B -1.1921 -4.8353 -0.0223
O -0.8122 -4.4387 1.2766
N -2.1595 -5.9105 -0.1674
C -2.7372 -5.9868 -1.5274
C -3.3184 -5.5188 0.7314
N 2.7430 -3.8796 -3.2014
B 2.7693 -5.0139 -4.1428
N 1.5628 -5.6895 -4.6133
O 4.0167 -5.4394 -4.6539
H -0.5033 -4.7274 4.6065
H 3.3278 -3.6887 2.7993
H 2.0508 -3.8025 1.4734
H 2.0368 -6.3494 1.7097
H 3.0524 -6.2319 3.1413
H 4.3666 -7.0433 1.0506
H 5.0210 -5.7183 2.0127
H 7.4276 -3.8968 0.6241
H 6.3289 -4.2424 1.7570
H 6.8745 -3.1337 -1.3033
H 5.1629 -2.7931 -3.1090
H 1.1389 -2.0975 -4.2340
H -0.7493 -0.7825 -4.6391
H -2.3225 -1.5445 -4.1243
H -2.7473 0.2066 -2.6441
H -1.4507 1.0714 -3.4652
H -1.2043 1.1768 -1.0521
H -1.0459 -0.5730 -0.8502
H 1.0560 0.1938 -2.7934
H 0.9960 1.4362 -1.5141
H 1.0224 -0.2281 0.3212
H 1.0442 -1.5810 -0.8305
H 2.4874 -0.4720 -0.6851
H -2.7500 -1.8327 -0.2889
H -1.1363 -3.5346 1.4163
H -3.4769 -5.1828 -1.7241
H -3.3086 -6.9446 -1.5976
H -1.9721 -6.0436 -2.3272
H -4.1964 -6.0759 0.3550
H -3.0967 -5.7056 1.7953
H -3.4808 -4.4294 0.5968
H 1.8104 -6.4481 -5.2483
H 1.0426 -6.1273 -3.8538
H 4.0723 -6.3754 -4.4066
C 1.6958 5.1770 0.1144
C 0.6509 4.5927 -0.8211
O -0.1142 3.5519 -0.2411
C -0.8666 3.8913 0.9144
C -1.8868 4.9893 0.6721
H 2.3696 4.3950 0.4704
H 2.2832 5.9387 -0.4013
H 1.2429 5.6423 0.9915
H 1.1551 4.1559 -1.6856
H -0.0079 5.3774 -1.2109
H -0.1964 4.1534 1.7382
H -1.3894 2.9843 1.2189
H -1.4144 5.9282 0.3809
H -2.4660 5.1755 1.5783
H -2.5733 4.7034 -0.1287
C -1.3103 8.6359 -2.0985
C -2.4879 8.1922 -1.2466
O -2.4672 8.7178 0.0688
C -2.4998 10.1302 0.1843
C -3.7373 10.7637 -0.4283
H -0.3676 8.3628 -1.6192
H -1.3541 8.1640 -3.0815
H -1.2991 9.7169 -2.2482
H -2.4586 7.1072 -1.1436
H -3.4382 8.4306 -1.7367
H -1.5878 10.5657 -0.2385
H -2.4809 10.3495 1.2527
H -3.7968 10.5893 -1.5036
H -3.7292 11.8432 -0.2665
H -4.6413 10.3499 0.0228
C -3.8020 2.1383 4.0510
C -2.4263 1.5890 3.7126
O -1.3703 2.4954 3.9763
C -1.2235 2.9213 5.3207
C -0.9624 1.7850 6.2948
H -3.9865 3.0679 3.5083
H -4.5753 1.4164 3.7834
H -3.9036 2.3560 5.1156
H -2.3846 1.3743 2.6427
H -2.2475 0.6377 4.2258
H -2.0954 3.5084 5.6293
H -0.3712 3.6022 5.3339
H -1.7947 1.0806 6.3345
H -0.8107 2.1776 7.3019
H -0.0722 1.2262 6.0000
```

Charge = 0

Formula: C36H64BN2O
Source: the OMol25 dataset
Level of theory: ωB97M-V/def2-TZVPD

The geometry in XYZ format:
```
104
C36H64BN2O (ωB97M-V/def2-TZVPD)
C 0.5397 8.9078 2.6535
C -0.7395 9.2536 2.1239
C -2.2199 9.7248 1.5050
C -3.0794 8.3526 1.2893
C -3.0410 7.0663 2.2813
C -3.9743 5.8577 1.8363
C -3.9843 4.5483 2.8826
C -4.3899 3.1388 2.1527
C -3.1629 2.4013 1.3410
C -2.1533 1.5143 2.2798
C -1.4721 0.1556 1.5938
C -0.4033 -0.7853 2.4412
C 0.0324 -0.4187 3.9947
C -0.6639 0.8976 4.7139
C -1.7407 1.8277 3.8354
N -4.8347 5.6674 0.6757
N -4.8024 6.7851 -0.0792
C -4.0929 8.0518 0.0810
B -4.3298 9.2605 -1.0361
O -5.6973 9.8840 -1.0981
C -3.2074 9.8039 -2.1078
C -2.8423 8.7216 -3.2963
H 1.6476 8.8810 3.0783
H -1.9891 10.3306 0.5309
H -2.7158 10.3751 2.3621
H -2.3911 7.0060 3.2520
H -2.8924 4.5223 3.3609
H -4.7291 4.7374 3.7656
H -4.6944 2.3876 3.0293
H -5.3193 3.1901 1.4434
H -3.6182 1.6532 0.5296
H -2.5430 3.1989 0.7071
H -1.7267 -0.1396 0.4755
H 0.0984 -1.7548 1.9823
H 0.8083 -1.0580 4.5950
H -0.3827 1.1932 5.8118
H -2.1957 2.7414 4.4079
H -5.4174 6.7115 -0.9481
H -5.9182 10.3224 -0.2185
H -3.6779 10.7540 -2.6555
H -2.1994 10.1606 -1.6323
H -2.3415 9.3302 -4.1842
H -3.7691 8.1659 -3.7477
H -2.0174 8.0072 -2.8589
C 5.7279 -2.5103 2.0317
C 4.4278 -2.9979 1.4115
C 3.1969 -2.6721 2.2614
C 3.1695 -3.3253 3.6484
C 3.2609 -4.8540 3.6496
C 2.0910 -5.5228 2.9455
H 5.9221 -2.9903 2.9946
H 6.5694 -2.7419 1.3708
H 5.7047 -1.4269 2.1826
H 4.4907 -4.0741 1.2233
H 4.3087 -2.5214 0.4310
H 2.2981 -2.9611 1.7045
H 3.1321 -1.5836 2.3916
H 2.2437 -3.0241 4.1545
H 3.9876 -2.9245 4.2574
H 3.2836 -5.1983 4.6906
H 4.2027 -5.1838 3.1975
H 1.1432 -5.2462 3.4170
H 2.1914 -6.6116 3.0020
H 2.0449 -5.2496 1.8877
C 4.9370 -6.9143 -0.1253
C 5.8628 -7.0080 -1.3281
C 6.1404 -5.6511 -1.9803
C 4.9112 -4.9419 -2.5609
C 4.1373 -5.7392 -3.6147
C 4.9604 -6.0446 -4.8560
H 3.9502 -6.5340 -0.4026
H 4.7969 -7.9050 0.3190
H 5.3594 -6.2569 0.6406
H 5.4464 -7.7076 -2.0594
H 6.8172 -7.4378 -1.0011
H 6.8896 -5.7862 -2.7688
H 6.6028 -4.9872 -1.2377
H 5.2363 -3.9913 -3.0022
H 4.2252 -4.6757 -1.7488
H 3.2590 -5.1548 -3.9145
H 3.7531 -6.6715 -3.1867
H 5.3098 -5.1215 -5.3282
H 4.3516 -6.5879 -5.5860
H 5.8298 -6.6655 -4.6231
C -0.7258 -3.4134 -2.7409
C -1.6788 -2.5905 -1.8881
C -3.1358 -3.0455 -2.0052
C -3.7488 -2.9197 -3.4050
C -3.7228 -1.5099 -4.0025
C -4.5295 -0.5046 -3.1962
H -0.9576 -3.3265 -3.8058
H 0.3024 -3.0662 -2.5967
H -0.7679 -4.4705 -2.4618
H -1.5849 -1.5317 -2.1486
H -1.3713 -2.6768 -0.8390
H -3.7408 -2.4765 -1.2898
H -3.2073 -4.0952 -1.6905
H -4.7884 -3.2677 -3.3601
H -3.2345 -3.6013 -4.0919
H -4.1378 -1.5563 -5.0165
H -2.6915 -1.1562 -4.1098
H -5.5761 -0.8149 -3.1225
H -4.5014 0.4760 -3.6826
H -4.1316 -0.3835 -2.1849
```

Charge = +1

For each record above, in turn, the calculated highest occupied orbital energy values are -7.976 -10.275 eV.
For each record above, in turn, the calculated HOMO-LUMO gap values are 0.3034 0.1864 Ha.
For each record above, in turn, the calculated calculated total energy values are -2851.47446 -1618.80599 Eh.